Entry 1:
The following is a DFT calculation (ωB97M-V/def2-TZVPD) of a molecular structure, C19H16N4O2ReS3.

XYZ file:
```
45
Properties=species:S:1:pos:R:3:forces:R:3:lowdin_spin:R:1
Re 0.3163 0.2534 -0.1960 0.830 0.397 0.845 0.791
S -1.0814 3.3930 -3.2716 0.070 -0.009 0.084 -0.001
S 0.4414 -1.8253 0.9408 0.005 0.207 -0.147 0.112
S 3.9429 -0.5393 -3.0278 -0.040 0.042 0.071 0.002
O 1.5792 1.4152 0.6543 -0.172 -0.165 -0.057 -0.002
O 1.8736 2.9743 2.2419 -0.162 -0.073 0.005 -0.005
N -0.2251 1.5720 -1.7549 -0.257 -0.278 0.020 0.005
N -1.1282 -1.1475 -0.9312 -0.297 -0.281 -0.294 0.003
N 1.8316 -0.1404 -1.6844 0.088 0.185 0.054 0.007
N -0.9144 0.9934 1.3832 0.087 0.044 -0.117 0.003
C -2.0957 2.0665 3.6374 0.013 -0.007 -0.031 0.009
C -1.2298 2.4352 -1.8897 -0.059 -0.012 -0.033 0.002
C 1.8275 0.7643 -2.7350 0.046 0.114 -0.197 0.003
C 0.3916 2.6376 -3.6927 -0.018 -0.137 0.045 0.000
C 2.9210 -0.8850 -1.7107 0.145 -0.223 0.034 0.005
C 0.6971 1.6758 -2.7905 0.032 0.139 -0.111 0.004
C -2.9033 -2.3232 -1.9659 0.050 0.058 -0.006 0.003
C -0.8092 2.4470 3.2774 0.062 -0.036 -0.060 -0.001
C 3.3284 -1.9359 -0.7368 -0.014 0.053 0.019 0.002
C -2.7692 1.1332 2.8599 0.055 0.005 0.001 0.001
C -2.1488 0.6157 1.7384 0.025 0.075 0.051 0.006
C -0.2524 1.8793 2.1500 0.106 0.034 0.036 0.007
C -2.3779 2.5828 -0.9554 -0.055 -0.062 -0.014 0.000
C 1.1661 2.1780 1.7226 -0.032 0.074 0.009 0.003
C -1.6949 -3.3360 -0.1536 0.265 0.203 0.184 0.007
C -2.0917 -1.2088 -1.8558 -0.106 -0.087 -0.003 0.010
C -0.9258 -2.1833 -0.1041 -0.315 -0.348 -0.188 0.012
C -2.7006 -3.3945 -1.1016 -0.093 0.081 -0.142 0.007
C 2.9032 0.6961 -3.5565 -0.190 -0.062 0.062 0.000
H 0.9379 2.9264 -4.5736 0.027 0.001 -0.052 0.000
H 3.1229 1.2955 -4.4227 -0.006 0.030 -0.046 0.000
H 4.2347 -2.4280 -1.0824 0.028 -0.002 0.020 0.000
H 2.5511 -2.6866 -0.6204 -0.015 -0.016 -0.008 0.002
H -3.2063 3.0867 -1.4485 0.000 0.033 0.005 0.000
H -2.1926 -0.3526 -2.5090 -0.034 0.003 -0.025 0.001
H -2.5632 2.4839 4.5186 -0.004 0.011 0.007 0.000
H -1.4999 -4.1530 0.5262 0.010 -0.005 0.014 0.000
H -0.2260 3.1539 3.8512 -0.003 0.010 0.010 0.000
H 3.5355 -1.4916 0.2386 -0.040 -0.003 -0.005 0.000
H -3.7641 0.8026 3.1194 -0.018 -0.010 0.007 0.000
H -2.6340 -0.1172 1.1076 -0.003 -0.009 -0.008 0.000
H -3.3225 -4.2757 -1.1749 -0.017 -0.023 -0.004 0.000
H -3.6743 -2.3561 -2.7210 -0.003 0.017 -0.017 0.000
H -2.0900 3.1778 -0.0870 0.009 -0.008 0.021 0.000
H -2.7206 1.6066 -0.6153 -0.001 0.041 -0.040 0.000
```
Forces are in eV/Å.

## Properties
Net charge ... +2
⟨S²⟩ ... 0.777
Frontier orbital gap (spin up / spin down) ... 6.443 / 6.438 eV
HOMO level (spin up / spin down) ... -14.65 / -14.41 eV
Spin multiplicity ... 2

Entry 2:
The following is a DFT calculation (ωB97M-V/def2-TZVPD) of Br2H2NOP in the gas phase.

XYZ file:
```
7
Properties=species:S:1:pos:R:3:forces:R:3:lowdin_spin:R:1
Br -1.5814 -2.0028 -0.4919 -0.819 -1.438 -0.642 1.132
Br -1.3520 1.7717 -0.6948 -1.247 1.703 -1.266 0.200
P -0.4023 0.2698 0.4547 -0.481 -0.358 0.339 0.394
O -0.3538 0.5353 1.8717 0.525 0.562 2.326 0.167
N 1.0114 0.1085 -0.3315 1.703 -1.892 -1.333 0.102
H 1.8373 -0.0476 0.2783 -0.746 -0.073 -0.807 0.004
H 0.8408 -0.6350 -1.0866 1.067 1.496 1.385 0.002
```
Forces are in eV/Å.

## Properties
Net charge ... 0
⟨S²⟩ ... 2.005
Frontier orbital gap (spin up / spin down) ... 7.832 / 5.856 eV
HOMO level (spin up / spin down) ... -7.24 / -10.45 eV
Spin multiplicity ... 3

Entry 3:
The following is a DFT calculation (ωB97M-V/def2-TZVPD) of 16 unconnected molecules or ions with the total composition C48H130N2O16.

XYZ file:
```
196
Properties=species:S:1:pos:R:3:forces:R:3:lowdin_charge:R:1
O 11.8240 13.4484 18.7423 1.609 -0.699 -1.438 -0.140
O 16.2093 10.1527 18.7336 0.674 0.389 -0.109 -0.084
O 17.2885 20.0605 18.0331 -0.413 1.404 0.009 -0.051
O 24.8944 13.0164 19.1238 0.765 -0.094 -0.132 -0.187
O 14.5295 13.4103 11.7708 -0.470 0.440 -1.076 -0.095
O 15.3806 11.6082 13.5255 -0.748 1.018 -0.871 -0.072
O 13.3621 14.1758 21.1650 -0.275 -0.098 -0.850 -0.089
O 11.5375 12.5374 22.0376 -0.458 -0.971 0.873 -0.073
O 16.7961 12.5890 18.0232 -1.456 -0.342 0.157 -0.118
O 17.5225 13.3269 14.5698 1.370 -0.040 -0.256 -0.100
O 17.1817 17.5066 20.1608 -0.164 -0.206 0.090 -0.115
O 18.4169 15.1565 20.3069 0.592 -0.405 -0.089 -0.105
O 11.6503 11.6738 16.2814 -0.098 0.029 -0.097 -0.088
O 16.1260 15.2056 12.8929 1.068 1.263 0.332 -0.069
O 18.3007 8.2080 18.2215 0.744 -0.619 -0.431 -0.224
O 11.6282 14.8652 16.2557 1.219 0.446 0.545 -0.097
N 24.5006 15.8899 19.2693 -1.747 -1.182 0.950 0.069
N 20.2689 9.9035 20.8671 -1.949 -0.423 0.510 0.055
C 12.9883 11.6830 23.7994 0.309 0.966 1.610 -0.051
C 10.5034 13.6078 19.2040 -1.658 0.207 -1.275 -0.302
C 23.4492 14.9276 18.9571 -0.512 1.635 -1.918 -0.414
C 15.8931 19.4439 20.9452 0.801 0.183 -0.631 -0.084
C 11.6086 12.1838 23.4270 -0.350 -0.217 -0.824 -0.498
C 15.0031 14.5724 9.6978 1.024 -1.295 0.118 -0.026
C 13.6964 16.5333 20.5379 -0.354 0.526 -0.196 -0.044
C 10.5650 11.1413 23.7780 0.998 -0.439 -1.510 -0.056
C 16.0115 10.1232 15.1741 1.138 -0.274 0.639 -0.054
C 18.4767 6.9152 17.5937 1.256 0.389 0.079 -0.090
C 14.7537 12.0038 9.7788 1.179 0.412 -0.714 -0.044
C 11.4928 17.1944 16.8177 -0.793 1.559 -0.079 -0.064
C 18.9566 13.0711 14.2527 -1.623 1.109 -0.225 -0.442
C 11.7989 16.4462 14.4482 1.860 -0.805 -0.761 -0.059
C 17.1039 13.8132 21.6843 1.070 -0.277 0.235 -0.031
C 19.6054 13.3010 21.3736 0.980 -0.660 -1.233 -0.048
C 14.7817 13.1332 16.6396 0.959 -0.659 0.536 -0.016
C 17.6449 21.2445 16.0432 -0.992 -0.262 -0.678 -0.066
C 11.5382 12.3231 13.8797 -1.831 0.862 -1.058 -0.043
C 19.4578 8.4807 19.0748 -1.431 -2.619 0.166 -0.198
C 15.1956 9.6015 19.5210 -1.616 0.007 0.320 -0.436
C 16.2747 14.9126 17.5720 -0.265 0.810 0.847 -0.036
C 15.2250 17.4649 13.0200 -0.067 -0.091 -1.017 -0.035
C 10.7666 11.7733 15.1275 0.986 -0.192 -1.315 -0.416
C 19.0186 11.6201 13.9306 1.600 -1.095 -0.067 -0.064
C 24.3485 12.1615 20.1056 2.248 0.044 0.236 -0.092
C 18.3048 13.7598 20.7192 -0.461 1.205 0.859 -0.418
C 14.0296 10.6257 19.4099 1.058 -0.133 -0.842 -0.013
C 16.3094 16.5730 12.4471 -0.385 -0.621 0.743 -0.484
C 13.3455 15.8551 22.9038 -1.565 -0.289 0.435 -0.050
C 15.6828 10.2634 13.7268 -0.188 -0.979 -0.352 -0.487
C 9.8657 12.2611 19.5055 -0.853 0.364 -0.915 -0.064
C 12.9503 15.4924 21.4673 1.123 2.503 -0.613 -0.459
C 16.8254 18.3188 21.2667 1.446 -0.303 0.438 -0.341
C 12.1478 16.1672 15.8832 -1.115 0.325 1.401 -0.465
C 17.6509 17.0623 12.8721 1.541 0.263 0.874 -0.063
C 15.2164 13.2613 10.5109 -0.424 0.990 0.345 -0.461
C 23.9088 13.6291 18.3455 -0.416 0.777 -0.566 -0.236
C 18.9040 19.1144 16.4647 0.214 1.431 -0.234 -0.060
C 19.8172 13.4196 15.4345 0.640 2.366 0.497 -0.067
C 19.3724 9.8330 19.7169 0.877 0.239 -1.043 -0.421
C 17.5479 19.8328 16.6735 1.276 0.285 -0.365 -0.481
C 22.3505 15.6195 18.0414 -0.694 -0.816 2.300 -0.038
C 15.6363 9.3963 20.9753 0.436 -0.267 1.129 -0.047
C 14.4637 9.3892 13.3653 1.396 0.606 -1.149 -0.028
C 9.5824 12.6879 15.3458 -0.229 -0.135 0.460 -0.064
C 19.7896 10.8705 18.6520 1.619 0.092 0.698 -0.025
C 15.7041 13.5563 17.7943 0.051 -1.917 0.407 -0.448
H 17.9424 18.0334 12.4324 -0.511 -0.281 0.134 0.092
H 16.4126 8.5875 21.1063 -0.401 1.073 -0.389 0.088
H 9.9094 14.1669 18.4548 0.120 -0.473 -0.232 0.113
H 23.6471 12.7225 20.6636 -1.330 0.044 0.685 0.066
H 19.4011 7.6396 19.8136 0.194 0.709 0.053 0.127
H 18.6342 6.1063 18.3240 -0.353 0.306 0.163 0.086
H 19.4830 13.0088 16.3868 -0.256 -0.374 -0.203 0.064
H 18.4448 16.3782 12.5551 -0.099 -0.115 0.076 0.076
H 21.1722 9.9337 20.5017 2.026 -0.183 -0.220 0.043
H 18.5720 15.1475 19.3607 0.167 0.189 -0.190 0.078
H 17.3072 14.1434 14.1034 -0.552 0.255 -0.123 0.046
H 20.1107 9.0445 21.3976 0.533 0.366 0.116 0.085
H 14.3988 15.7073 23.0651 0.507 -0.440 0.003 0.061
H 10.4357 17.3923 16.5110 0.649 -0.301 0.140 0.087
H 11.3672 13.4234 13.7422 0.333 -0.782 0.615 0.074
H 20.2168 10.3978 17.7429 -0.575 0.172 0.394 0.088
H 19.4216 6.9099 16.9979 -0.624 0.206 0.159 0.095
H 14.9674 8.6468 19.0202 -0.499 0.062 0.559 0.146
H 19.7395 19.7934 16.8194 -0.925 -0.974 -0.063 0.101
H 17.6591 6.6454 16.9341 -0.278 0.392 0.125 0.082
H 24.0037 11.2834 19.5849 -0.646 -0.533 0.280 0.082
H 14.8081 16.4443 20.4205 -0.893 -0.385 0.480 0.075
H 19.8734 14.5645 15.6274 -0.122 -1.768 -0.519 0.105
H 13.6202 9.5899 13.9609 -1.168 0.666 0.737 0.051
H 19.1992 13.7266 13.3566 -0.063 -0.845 0.954 0.156
H 12.3891 11.0607 16.0861 -0.741 0.567 -0.085 0.085
H 12.3591 13.0019 21.8358 0.165 0.370 -0.181 0.016
H 13.0717 10.6653 23.4320 0.446 -0.102 -0.096 0.068
H 18.5460 21.7816 16.2890 0.647 -0.207 0.300 0.061
H 9.5952 11.5556 23.6090 -0.796 -0.149 -0.188 0.074
H 12.0742 17.4508 14.1751 -0.191 0.685 0.158 0.072
H 15.9877 12.2171 13.9845 0.383 -0.337 -0.004 0.066
H 20.3823 8.2651 18.5188 -0.048 0.567 -0.079 0.126
H 20.4974 13.6615 20.7580 -1.109 -0.534 0.633 0.088
H 13.0115 13.9659 20.2639 0.308 0.017 0.463 0.078
H 13.5122 17.5683 20.9369 0.052 -0.925 -0.370 0.076
H 15.1892 18.3880 12.4240 0.055 0.034 0.460 0.092
H 18.7624 11.0283 14.8316 0.064 0.247 -0.521 0.088
H 10.4829 11.7501 20.2002 0.582 -0.829 0.306 0.039
H 14.8643 9.0888 21.7005 -0.349 -0.091 -0.785 0.073
H 14.7160 12.6305 12.3144 0.118 -0.263 0.266 0.038
H 15.0462 19.1150 20.3544 -0.520 -0.116 0.490 0.065
H 15.3809 11.8775 8.8581 -0.261 -0.139 0.844 0.093
H 19.0625 18.9997 15.3967 0.040 -0.061 -0.320 0.056
H 14.2709 16.9654 12.8646 -0.183 0.084 0.323 0.061
H 20.8339 13.0778 15.2271 0.074 0.061 0.156 0.077
H 8.9500 12.6151 14.4616 -0.053 -0.006 -0.028 0.088
H 13.1217 10.3903 19.8771 -1.191 -0.943 0.973 0.060
H 16.7901 9.4593 18.4149 0.546 -0.285 -0.142 0.068
H 11.8487 15.6705 21.3164 0.849 -0.507 0.195 0.142
H 11.9608 14.6439 17.1707 -0.561 0.378 -1.130 0.064
H 15.5497 14.4123 8.7359 -0.636 0.440 0.553 0.095
H 15.9501 10.3612 21.4432 0.318 -0.602 -0.681 0.083
H 14.2228 9.5040 12.2964 -0.074 -0.097 0.393 0.082
H 16.7532 15.2308 18.5353 -0.183 -0.073 -1.047 0.066
H 16.5750 9.2032 15.3691 -0.660 -0.247 0.260 0.092
H 16.2810 16.5535 11.3715 -0.099 0.254 -0.542 0.103
H 21.7893 16.3006 18.6980 0.063 -0.139 -0.106 0.079
H 25.3251 15.4133 19.5326 1.144 0.009 -0.060 0.055
H 13.9406 14.6610 9.5636 -0.482 0.325 -0.398 0.075
H 16.2721 13.2016 10.7526 0.450 -0.283 -0.110 0.129
H 10.7454 10.1612 23.2823 -0.332 0.756 -0.179 0.097
H 18.0647 13.2035 19.8085 -0.030 -0.223 0.325 0.106
H 13.2880 16.5271 19.5088 0.090 -0.115 0.371 0.060
H 12.4525 15.8512 13.7574 -0.828 -0.006 0.583 0.082
H 24.3125 13.8580 17.3525 0.060 -0.449 0.014 0.136
H 15.0982 10.2777 15.7519 0.150 -0.524 0.196 0.076
H 15.3823 15.6139 17.4457 1.431 -0.620 -0.391 0.106
H 16.3980 11.7175 18.4076 0.878 1.838 -1.031 0.065
H 21.6175 14.8978 17.6809 0.003 -0.281 0.118 0.051
H 19.7524 13.6830 22.3688 -0.165 0.423 0.446 0.066
H 20.6580 11.4362 19.0940 -0.908 -0.111 -0.445 0.080
H 11.2958 13.0527 23.9910 0.359 0.574 0.424 0.121
H 17.6229 21.1634 14.9199 -0.275 0.213 1.063 0.089
H 11.9275 12.8473 17.9180 -0.864 0.915 1.710 0.104
H 8.8698 12.2690 19.9242 -0.310 0.764 0.586 0.073
H 15.3733 13.2070 15.7443 -0.040 0.456 -0.600 0.057
H 12.7345 15.1706 23.5853 0.914 1.239 -0.419 0.093
H 16.2226 14.1305 21.1582 -0.496 0.074 -0.235 0.053
H 17.6425 16.7059 20.5201 -0.373 0.547 -0.603 0.052
H 10.4335 10.7383 14.8866 -0.002 0.577 0.272 0.135
H 15.1660 13.5997 18.7307 -0.611 -0.083 0.380 0.109
H 17.7292 17.1761 13.9862 -0.168 -0.171 -0.856 0.087
H 22.9441 14.6276 19.8415 -0.634 0.080 1.184 0.098
H 13.7468 12.0883 9.3925 -0.455 -0.006 0.348 0.076
H 16.7074 10.8933 15.5139 -0.130 0.243 -0.126 0.064
H 11.1498 11.9466 12.8805 0.416 -0.171 1.300 0.098
H 20.0507 11.3074 13.5963 -0.905 0.349 0.423 0.104
H 22.5803 16.2115 17.1951 1.265 0.417 -0.892 0.055
H 16.9576 12.8272 22.1003 -0.305 -0.375 0.236 0.066
H 16.8450 21.8980 16.4538 0.130 -0.579 -0.635 0.084
H 24.5421 16.6259 18.6232 0.652 0.763 -0.878 0.047
H 25.1708 11.8915 20.8274 -0.719 0.125 -0.867 0.110
H 17.7777 18.7137 21.6917 -0.561 0.094 -0.032 0.124
H 17.2746 19.3211 18.6228 0.175 -1.352 0.029 0.042
H 14.3299 11.5498 19.8944 0.298 0.335 -0.151 0.078
H 16.3650 20.1920 20.3120 0.237 0.168 0.090 0.061
H 13.7421 10.8241 18.3613 0.521 -0.035 0.356 0.072
H 14.4636 12.0934 16.6429 0.153 -0.206 0.557 0.043
H 9.6278 11.7249 18.5705 0.926 -0.045 0.161 0.072
H 18.3567 11.3916 13.1164 -0.459 -0.224 -0.286 0.064
H 12.5855 12.1690 13.9361 1.053 -0.321 0.025 0.037
H 10.4970 14.3500 19.9896 0.445 -0.398 0.866 0.098
H 19.0024 11.5530 18.4026 -0.381 0.398 -0.278 0.039
H 14.8843 11.1506 10.4544 -0.190 -0.002 -0.360 0.067
H 16.4975 9.9156 13.0416 -0.196 0.397 0.580 0.141
H 13.7880 12.3590 23.4250 -0.411 -0.593 0.035 0.079
H 18.9523 18.1257 16.8872 0.020 -0.298 0.506 0.058
H 13.0815 11.6921 24.9398 -0.056 -0.229 -1.447 0.106
H 10.7632 16.2700 14.2572 -0.705 -0.145 -0.180 0.076
H 16.9960 14.8167 16.7408 -0.411 0.697 0.179 0.081
H 18.3818 9.9969 20.0835 -0.771 0.155 0.000 0.110
H 15.3589 14.8230 12.4492 -0.370 -0.521 -0.063 0.037
H 11.9824 18.2186 16.8088 -0.262 -1.229 -0.088 0.096
H 9.8449 13.7262 15.5006 0.491 0.109 -0.242 0.056
H 15.4032 15.4705 10.2032 -0.262 -0.667 -0.301 0.052
H 11.4345 16.8661 17.8658 0.286 -0.075 -0.294 0.060
H 14.7155 8.3682 13.5682 0.284 -0.740 -0.102 0.074
H 8.9823 12.4505 16.2091 -0.295 -0.562 0.356 0.065
H 17.2821 14.5102 22.5357 0.106 -0.374 -0.646 0.097
H 19.6698 12.1861 21.4515 -0.112 0.865 -0.191 0.060
H 10.7193 10.9340 24.7907 -0.174 -0.242 1.863 0.054
H 15.4388 17.6524 14.0702 -0.292 0.100 0.045 0.078
H 13.8714 13.6915 16.6076 -0.411 0.758 -0.252 0.055
H 22.9767 13.0434 18.2858 0.397 -0.426 -0.342 0.117
H 15.7088 19.8944 21.9129 -0.786 0.297 -0.034 0.082
H 13.2120 16.2809 16.0640 0.478 -0.587 -0.208 0.119
H 16.7458 19.2627 16.1632 0.144 0.166 0.363 0.129
H 13.1994 16.9644 23.0855 -0.373 -1.434 -0.027 0.098
H 16.3925 17.7086 22.0561 -0.263 -0.281 0.150 0.098
```
Forces are in eV/Å.

## Properties
Net charge ... 0
Frontier orbital gap ... 9.120 eV
HOMO level ... -8.74 eV

Entry 4:
The following is a DFT calculation (ωB97M-V/def2-TZVPD) of 2 unconnected molecules or ions with the total composition C2HF4IO.

XYZ file:
```
9
Properties=species:S:1:pos:R:3:forces:R:3:nbo_charge:R:1
I -1.3372 -1.9400 -1.9592 -0.042 -0.055 -0.061 0.411
F -0.2166 1.3707 0.0336 0.216 -0.060 0.258 -0.286
F 1.2745 -0.0440 -0.7261 0.001 -0.035 0.297 -0.291
F 1.8110 -0.8386 1.9382 -0.078 0.030 -0.173 -0.286
F 0.2863 0.5753 2.6352 0.056 -0.036 -0.197 -0.287
O -1.8530 -0.0788 -1.5653 -0.198 -0.225 0.167 -0.890
C 0.6536 0.4271 0.3412 0.092 0.145 0.324 0.575
C 0.9146 0.0636 1.5917 -0.163 0.138 -0.400 0.574
H -1.5332 0.4647 -2.2892 0.117 0.098 -0.214 0.481
```
Forces are in eV/Å.

## Properties
Net charge ... 0
Frontier orbital gap ... 8.837 eV
HOMO level ... -9.59 eV
SMILES ... FC(F)=C(F)F.OI

Electronic energy, respectively: -64641.8294, -152942.3116, -87621.3869, -23105.6110 eV.
Max |F|, respectively: 1.2, 2.9, 3.0, 0.5 eV/Å.